Entry 1:
A molecular structure, C26H26CeN3O12S2 in a non-equilibrium geometry, computed with ωB97M-V/def2-TZVPD.

- Relative energy (zero: lowest compared OMol25 entry of this formula, charge and spin): 0.000 eV
- LUMO energy (alpha / beta): -1.6 / -1.6 eV
- Kohn-Sham gap (alpha / beta): 6.34 / 6.35 eV
- 2S+1: 2
- E_HOMO (alpha / beta): -7.94 / -7.94 eV
- Electronic energy: -3345.01217 Eh
- Max |F|: 0.0337 Eh/bohr

Last column: Mulliken spin population.
Positions of all 70 atoms, in Å:
Ce: -0.75961 -0.02340 1.30405  1.003
O: -0.66873 2.24209 0.61533  -0.005
C: 0.09676 3.18456 0.86755  0.002
C: 1.42641 3.06619 1.41363  0.004
C: 2.10743 4.27985 1.63061  0.001
C: 3.37907 4.25374 2.15456  0.000
C: 4.01824 3.06021 2.48091  0.001
C: 3.37369 1.87097 2.27284  0.000
C: 2.05702 1.81120 1.72827  -0.002
O: 1.48566 0.67590 1.53943  -0.004
N: 4.08818 5.51449 2.37927  0.000
O: 5.21248 5.45645 2.84240  0.000
O: 3.51493 6.54449 2.08350  0.000
H: -0.25022 4.21060 0.66539  0.000
H: 1.64076 5.22345 1.39280  0.000
H: 5.01491 3.08988 2.89461  0.000
H: 3.84794 0.93251 2.51606  0.000
O: -6.61121 1.87580 0.72900  0.000
C: -5.48945 1.47814 0.91145  0.000
C: -4.63403 1.61125 2.17941  0.000
O: -4.86833 2.30003 3.14585  0.000
C: -3.44964 0.76201 1.94119  0.002
C: -3.54180 0.13834 0.69314  0.002
O: -2.66217 -0.71289 0.23872  -0.005
C: -4.63629 0.68699 -0.07296  -0.001
O: -4.81903 0.58489 -1.28526  0.000
O: -2.45017 0.65861 2.75801  -0.004
O: -5.31088 2.06490 -3.91074  0.000
C: -4.52100 1.08888 -4.49780  0.000
N: -3.27265 0.91438 -3.78731  0.000
C: -2.06685 0.93575 -4.38258  0.000
O: -1.88801 1.10318 -5.57771  0.000
C: -0.87782 0.79109 -3.45673  0.000
C: 0.36938 1.24956 -3.86541  0.000
C: 1.44227 1.13902 -2.99423  0.000
C: 1.23149 0.57533 -1.74282  0.002
N: 0.04032 0.10724 -1.35269  0.000
C: -0.98486 0.20753 -2.19934  0.002
H: -5.51916 1.78251 -3.00814  0.000
H: -4.27580 1.41498 -5.51332  0.000
H: -5.04795 0.12123 -4.53841  0.000
H: -3.35559 0.79498 -2.78586  0.000
H: 0.46526 1.68473 -4.85130  0.000
H: 2.42544 1.49516 -3.26560  0.000
H: 2.03443 0.49875 -1.01771  0.000
H: -1.92028 -0.20263 -1.82509  0.000
C: 0.37406 -4.64938 2.56469  0.000
C: 0.72908 -5.31495 1.23922  0.000
C: -0.07634 -4.80956 0.04532  0.000
S: 0.16332 -3.11545 -0.52077  0.000
O: -0.13171 -2.25639 0.69159  -0.005
C: 1.96111 -3.02665 -0.74132  0.000
C: 2.72977 -2.44349 0.43477  0.001
C: 4.16851 -2.15795 0.04110  0.000
H: 0.88848 -5.15284 3.38241  0.000
H: -0.69595 -4.70446 2.75491  0.000
H: 0.65136 -3.59490 2.57477  0.000
H: 0.54577 -6.39254 1.30514  0.000
H: 1.79836 -5.21976 1.03322  0.000
H: -1.15071 -4.88291 0.22196  0.000
H: 0.12838 -5.40066 -0.85340  0.000
H: 2.10926 -2.41301 -1.62973  0.000
H: 2.29277 -4.03826 -0.98626  0.000
H: 2.69565 -3.12811 1.28289  0.000
H: 2.24173 -1.52032 0.76988  0.001
H: 4.68041 -3.05262 -0.31157  0.000
H: 4.73235 -1.76998 0.88567  0.000
H: 4.21448 -1.41840 -0.75456  0.000
S: -0.23276 -1.10106 5.32285  0.003
C: -0.20791 -0.97926 3.80027  0.004

***

Entry 2:
A gas-phase ion, CH4N5 (charge +1) in a non-equilibrium geometry, computed with ωB97M-V/def2-TZVPD.

- Relative energy (zero: lowest compared OMol25 entry of this formula, charge and spin): 4.956 eV
- LUMO energy (alpha / beta): -7.5 / -7.4 eV
- Kohn-Sham gap (alpha / beta): 8.42 / 8.80 eV
- E_HOMO (alpha / beta): -15.97 / -16.19 eV
- Net charge: +1
- Electronic energy: -313.79303 Eh
- Max |F|: 0.0850 Eh/bohr
- SMILES: [H]/N=N/N=[N+]=NC

Last column: Löwdin charge in e.
Positions of all 10 atoms, in Å:
C: -1.52005 0.55490 0.00588  -0.004
N: 2.09035 0.59950 0.00585  0.030
N: 2.10153 -0.66825 0.00964  -0.003
N: 0.87348 1.10200 -0.00430  0.124
N: 1.14375 -1.39769 -0.00413  0.241
N: -0.14664 0.50441 -0.01647  0.084
H: -1.89958 1.25916 -0.74444  0.132
H: -1.92540 -0.43973 -0.20125  0.122
H: -1.87580 0.89139 0.98842  0.131
H: 1.15835 -2.40569 -0.03920  0.143